Computed, not measured: a structure of composition C39H47IrN7O2P, with ωB97M-V with the def2-TZVPD basis set.

```
97
Properties=species:S:1:pos:R:3:nbo_charge:R:1
Ir 0.2565 -0.0145 0.9218 0.9060
N -0.4117 0.7057 3.4420 -0.6480
N -0.1314 2.0788 3.6164 -0.4630
C 0.2010 2.7681 2.4501 0.5522
N 0.3345 4.1232 2.5699 -0.8193
N 0.3437 2.0770 1.3575 -0.4289
N 0.8802 2.5578 0.2158 0.4487
O 0.8164 1.6934 -0.7539 -0.5572
O 1.4682 3.6832 0.1231 -0.5675
H -1.4006 0.5342 3.2761 0.3907
H -0.1254 0.2161 4.2798 0.3748
H -0.8208 2.5857 4.1576 0.3743
H 0.7273 4.4269 3.4501 0.3871
H 0.8123 4.4891 1.7414 0.4427
C 5.1866 0.7513 -0.0802 -0.6096
C 3.6792 0.7494 -0.3247 -0.5153
C 3.3431 0.2272 -1.7255 -0.6135
P 2.6318 -0.1678 0.9071 1.0077
C 3.5306 -0.0542 2.5248 -0.5108
C 2.8559 -0.9792 3.5373 -0.6079
C 3.5117 1.3954 3.0129 -0.6198
C 2.8002 -1.9271 0.4908 -0.3903
C 4.0075 -2.5990 0.3605 -0.1364
C 4.0659 -3.9425 0.0144 -0.0575
C 5.3815 -4.6530 -0.1481 -0.6249
C 2.8586 -4.6081 -0.1986 -0.1755
C 1.6455 -3.9690 -0.0532 -0.2430
C 1.5829 -2.6081 0.3021 0.1496
N 0.3804 -1.9466 0.4839 -0.5508
C -0.8107 -2.7209 0.4126 0.2014
C -1.5522 -2.7549 -0.7704 -0.0146
C -1.0516 -2.0390 -1.9944 -0.6390
C -2.7503 -3.4553 -0.7841 -0.2077
C -3.2212 -4.1230 0.3388 0.0010
C -4.5306 -4.8644 0.3069 -0.6253
C -2.4520 -4.0964 1.4961 -0.2194
C -1.2474 -3.4099 1.5499 -0.0514
C -0.4213 -3.3674 2.8078 -0.6384
H 5.6470 1.4309 -0.7996 0.2230
H 5.6226 -0.2356 -0.2370 0.1998
H 5.4503 1.1008 0.9181 0.2064
H 3.3199 1.7813 -0.2628 0.2606
H 3.6506 -0.8133 -1.8410 0.2017
H 3.8622 0.8274 -2.4749 0.2167
H 2.2735 0.3096 -1.9129 0.2459
H 4.5585 -0.3901 2.3644 0.2204
H 1.8227 -0.6633 3.6956 0.2004
H 3.3818 -0.9427 4.4937 0.2141
H 2.8455 -2.0115 3.1849 0.2225
H 2.4934 1.6839 3.2803 0.2102
H 3.8641 2.0888 2.2465 0.2189
H 4.1381 1.5071 3.9000 0.2153
H 4.9347 -2.0692 0.5432 0.1980
H 6.2018 -4.0489 0.2378 0.2135
H 5.5817 -4.8549 -1.2028 0.2213
H 5.3801 -5.6101 0.3748 0.2188
H 2.8704 -5.6555 -0.4782 0.2119
H 0.7241 -4.5133 -0.2161 0.2298
H -0.2080 -2.5759 -2.4360 0.2232
H -0.7048 -1.0353 -1.7402 0.2323
H -1.8373 -1.9616 -2.7448 0.2150
H -3.3394 -3.4688 -1.6948 0.2071
H -5.1880 -4.4607 -0.4618 0.2184
H -5.0355 -4.7988 1.2703 0.2172
H -4.3683 -5.9224 0.0875 0.2173
H -2.8041 -4.6173 2.3807 0.2050
H -0.9631 -3.8033 3.6463 0.2179
H -0.1532 -2.3350 3.0494 0.2103
H 0.5135 -3.9187 2.6805 0.2269
C -2.2591 1.0733 -0.0037 -0.0858
C -2.5238 1.9221 -0.8414 0.0877
C -2.9097 2.7624 -1.8751 -0.0970
C -2.6848 4.1979 -1.7479 0.0208
C -2.3790 4.9959 -2.8594 -0.2072
C -2.1228 6.3465 -2.7102 -0.2138
C -2.1768 6.9362 -1.4545 -0.2113
C -2.4870 6.1610 -0.3467 -0.2130
C -2.7316 4.8087 -0.4887 -0.2028
C -3.5117 2.1425 -3.0515 -0.0790
C -3.2808 0.7853 -3.3352 -0.1302
C -3.8656 0.1771 -4.4290 -0.2306
C -4.6964 0.9026 -5.2741 -0.2127
C -4.9442 2.2411 -5.0041 -0.2162
C -4.3646 2.8551 -3.9077 -0.1924
H -2.3038 4.5352 -3.8353 0.2189
H -1.8689 6.9431 -3.5774 0.2120
H -1.9700 7.9924 -1.3386 0.2100
H -2.5295 6.6142 0.6361 0.2101
H -2.9763 4.2070 0.3788 0.2163
H -2.6258 0.2220 -2.6840 0.2114
H -3.6729 -0.8698 -4.6283 0.2085
H -5.1493 0.4255 -6.1337 0.2101
H -5.6022 2.8079 -5.6508 0.2116
H -4.5991 3.8875 -3.6855 0.2186
N -2.6274 -0.5828 1.6286 -0.6785
C -1.8213 0.0788 0.9000 -0.0417
H -2.2247 -1.3548 2.1535 0.3350
```

2S+1: 5
Lowest unoccupied orbital energy (alpha / beta) (eV): 0.24 / -1.18
F_max (eV/Å): 1.36
E_HOMO (alpha / beta) (eV): -5.98 / -7.80